Density functional theory data (ωB97M-V with the def2-TZVPD basis set) for C25H64AsF6O29S9 as an isolated structure in a non-equilibrium geometry.

Results
Net charge: -1
HOMO level in eV: -8.62
E_LUMO in eV: 1.441

Last column: Löwdin charge in e.
CARTESIAN COORDINATES (ANGSTROEM)
As1 41.63495 -3.53824 7.96884  0.9955
F1 43.27399 -2.79756 7.78593  -0.2706
F2 42.62566 -5.04556 8.25937  -0.2886
F3 40.06626 -4.37038 7.94957  -0.2735
F4 40.84377 -1.98353 7.61011  -0.2662
F5 41.66090 -4.08039 6.20369  -0.3000
F6 41.38488 -3.16784 9.73590  -0.2696
O1 42.42253 -4.65219 2.76149  -0.2829
S1 41.53078 -5.81625 2.80028  0.6886
O2 41.97589 -7.11019 3.33161  -0.2920
O3 40.15719 -5.43565 3.62572  -0.2831
C1 39.23126 -6.45373 3.91815  -0.2855
C2 39.14176 -6.58803 5.45232  -0.0369
C3 40.82623 -5.94367 1.11296  -0.0937
H1 39.54893 -7.40993 3.50237  0.1069
H2 38.27126 -6.24983 3.44390  0.1179
H3 39.17107 -5.64177 5.99254  0.0522
H4 40.07253 -7.08680 5.72247  0.0603
H5 38.35872 -7.19166 5.91121  0.0829
H6 41.58502 -6.51741 0.58084  0.0677
H7 40.75329 -4.97249 0.62346  0.0406
H8 39.82832 -6.35670 0.96571  0.0716
O4 43.33699 0.20357 3.42188  -0.2846
S2 42.02437 -0.43798 3.39892  0.7038
O5 40.77939 0.17979 3.87101  -0.3234
O6 41.73823 -1.22228 1.97783  -0.2331
C4 40.44693 -1.59191 1.79451  -0.3750
C5 40.51051 -2.15081 0.43029  -0.0753
C6 42.27912 -1.90618 4.46741  -0.1129
H9 39.68658 -0.81484 1.87276  0.1303
H10 40.21840 -2.45493 2.41988  0.1116
H11 41.39414 -2.77172 0.28278  0.0865
H12 40.57125 -1.23511 -0.15782  0.0894
H13 39.56910 -2.65271 0.20677  0.0878
H14 41.36884 -2.50252 4.52958  0.0367
H15 42.81513 -1.64857 5.38088  0.0634
H16 42.92863 -2.58426 3.91385  0.0409
O7 48.01229 -3.38474 5.09613  -0.3083
S3 46.62221 -3.76524 4.79229  0.7168
O8 45.72497 -2.94804 3.95374  -0.3199
O9 46.63935 -5.26954 4.07495  -0.2923
C7 45.44301 -6.02725 3.86022  -0.2761
C8 45.74323 -6.99620 2.74932  -0.0667
C9 45.81474 -4.21249 6.44516  -0.0805
H17 44.58209 -5.39317 3.64841  0.0880
H18 45.23288 -6.44423 4.84515  0.1132
H19 44.94400 -7.73425 2.68140  0.0645
H20 46.54891 -7.70731 2.93179  0.0785
H21 45.78253 -6.60580 1.73239  0.0829
H22 44.76024 -4.48690 6.41679  0.0547
H23 46.14788 -3.33543 7.00005  0.0343
H24 46.44194 -4.96468 6.92363  0.0662
O10 38.34708 -1.51046 12.12380  -0.3286
S4 38.03125 -0.60100 11.01734  0.7269
O11 36.71549 0.05265 10.88966  -0.3050
O12 39.25726 0.50572 10.80032  -0.2729
C10 39.46169 1.56372 11.70205  -0.2557
C11 38.14816 2.40154 12.00632  -0.0651
C12 38.38704 -1.65706 9.49003  -0.0780
H25 40.16138 2.27727 11.26687  0.0870
H26 39.95891 1.22032 12.60920  0.1164
H27 37.71013 2.68569 11.04950  0.0762
H28 38.27327 3.31637 12.58557  0.0696
H29 37.38182 1.86728 12.56791  0.0576
H30 39.42782 -1.91164 9.28986  0.0181
H31 37.82797 -1.20403 8.67131  0.0563
H32 37.95731 -2.64035 9.68132  0.0703
O13 49.83244 -0.81408 9.12545  -0.3107
S5 48.92546 -0.97471 7.98622  0.6902
O14 49.31910 -1.70201 6.77473  -0.3022
O15 47.55461 -1.76956 8.52754  -0.2699
C13 47.31843 -1.72969 9.88515  -0.3237
C14 45.93777 -2.35634 10.00160  -0.0583
C15 48.26535 0.65716 7.48170  -0.0958
H33 47.24542 -0.69085 10.20696  0.1172
H34 48.02067 -2.29893 10.49419  0.1228
H35 45.64221 -2.46378 11.04525  0.0679
H36 45.85277 -3.29922 9.46137  0.0795
H37 45.20538 -1.63878 9.63171  0.0730
H38 49.19803 1.17659 7.26165  0.0653
H39 47.62370 1.07896 8.25531  0.0667
H40 47.70719 0.44959 6.56875  0.0683
O16 45.52279 -8.24534 10.71349  -0.2920
S6 44.64818 -7.71092 9.68827  0.6924
O17 45.09267 -6.57853 8.83220  -0.3179
O18 44.04245 -8.93590 8.77776  -0.2659
C16 43.42033 -8.71327 7.56945  -0.3117
C17 41.95325 -9.00591 7.67406  -0.0600
C18 43.06088 -7.21810 10.47547  -0.0965
H41 43.87304 -9.48821 6.95089  0.1242
H42 43.64970 -7.71957 7.18472  0.1157
H43 41.51259 -8.29532 8.37332  0.0677
H44 41.68153 -10.01293 7.99056  0.0835
H45 41.42743 -8.80365 6.74094  0.0669
H46 42.64420 -8.09198 10.97629  0.0655
H47 42.52474 -6.73253 9.66007  0.0361
H48 43.26574 -6.47751 11.24855  0.0496
O19 42.95872 -2.98874 14.35942  -0.3009
S7 42.56223 -3.61124 13.09205  0.7254
O20 43.27889 -3.27326 11.85143  -0.3082
O21 42.60752 -5.28904 13.17062  -0.2757
C19 42.08147 -5.90148 14.27938  -0.3458
C20 41.26172 -7.11739 13.91358  -0.0586
C21 40.70131 -3.46966 12.77027  -0.0837
H49 41.53683 -5.18989 14.89997  0.1058
H50 42.82158 -6.20554 15.01956  0.1206
H51 41.65638 -7.79584 13.15723  0.0628
H52 40.32750 -6.84980 13.41988  0.0766
H53 41.02931 -7.70474 14.80190  0.0801
H54 40.21874 -3.66827 13.72723  0.0638
H55 40.44807 -4.02057 11.86448  0.0634
H56 40.38140 -2.45066 12.55252  0.0353
C22 41.99456 0.44069 8.53325  -0.1910
C23 42.51752 1.15216 7.21135  -0.1123
O22 42.39605 2.54539 7.46083  -0.2192
S8 42.09350 2.94261 9.03296  0.7473
O23 40.68841 3.34116 9.20477  -0.2644
O24 43.13409 3.78715 9.61922  -0.2519
O25 42.26826 1.36197 9.51981  -0.2144
H57 42.44176 -0.54582 8.65537  0.1036
H58 40.93550 0.29924 8.74886  0.1085
H59 41.84955 1.04874 6.35624  0.1200
H60 43.58291 0.99982 7.03862  0.1343
C24 38.32602 -1.29482 5.37700  -0.1729
C25 38.30641 -2.84702 5.38925  -0.1762
O26 37.02946 -3.26302 4.90183  -0.1987
S9 35.91049 -2.19342 5.45878  0.7198
O27 35.70019 -2.54135 6.87031  -0.2607
O28 34.84442 -1.91405 4.56355  -0.2210
O29 36.97084 -0.88411 5.44244  -0.1983
H61 38.78140 -0.91555 4.46218  0.0952
H62 38.92354 -0.85989 6.17820  0.1179
H63 38.57427 -3.17169 6.39471  0.1019
H64 39.04040 -3.28552 4.71317  0.1076


Density functional theory data (ωB97M-V with the def2-TZVPD basis set) for C25H64HgO27S8 as an isolated structure in a non-equilibrium geometry.

Results
Net charge: +1
2S+1: 2
HOMO level (spin up / spin down) in eV: -13.03 / -13.03
E_LUMO (spin up / spin down) in eV: -3.387 / -5.543
⟨S²⟩: 0.760

Last column: Löwdin charge in e.
CARTESIAN COORDINATES (ANGSTROEM)
Hg1 -33.94925 10.40037 8.65825  1.2789
C1 -33.97723 8.62058 10.85104  -0.9822
O1 -34.91618 9.16385 10.25448  0.0408
O2 -33.97879 8.09699 11.97287  0.0786
O3 -33.00952 8.79382 10.14317  0.1009
O4 -31.81415 11.51315 9.00790  -0.3962
S1 -30.57798 11.47497 9.86476  0.7603
O5 -29.46127 10.59660 9.51806  -0.2665
O6 -30.01809 13.02047 9.97208  -0.2229
C2 -30.99794 14.06477 10.29180  -0.2661
C3 -30.50447 14.97513 11.34764  -0.0813
C4 -31.07911 11.14471 11.68851  -0.0510
H1 -32.00739 13.81276 10.61675  0.0871
H2 -31.17113 14.68496 9.41233  0.1320
H3 -30.34593 14.51287 12.32195  0.0800
H4 -31.17118 15.81289 11.55197  0.0847
H5 -29.51184 15.34929 11.09703  0.0921
H6 -31.14697 10.07401 11.88111  0.0409
H7 -31.96095 11.73274 11.94281  0.0360
H8 -30.22940 11.46437 12.29176  0.0678
O7 -38.60995 4.48692 12.13788  -0.2607
S2 -38.15264 5.77325 11.67737  0.6699
O8 -38.95651 6.46443 10.66410  -0.2997
O9 -37.96090 6.69029 13.03028  -0.2432
C5 -37.53823 8.04802 12.84345  -0.2898
C6 -38.21254 9.12343 13.67549  -0.0508
C7 -36.38556 5.69480 11.20840  -0.0959
H9 -37.63394 8.32662 11.79401  0.0935
H10 -36.49177 8.17988 13.11847  0.1047
H11 -38.08345 8.98199 14.74853  0.0905
H12 -39.25194 9.26689 13.38025  0.0765
H13 -37.68108 10.03167 13.39130  0.0481
H14 -36.19006 6.20278 10.26403  0.0352
H15 -36.20982 4.62459 11.09947  0.0704
H16 -35.63621 6.05084 11.91538  0.0570
O10 -30.02762 9.26908 6.24572  -0.2345
S3 -31.26578 8.81956 6.81314  0.7165
O11 -32.40947 9.72484 7.13045  -0.3974
O12 -31.84811 7.59414 5.90160  -0.2556
C8 -30.92750 6.60936 5.48948  -0.2761
C9 -31.67437 5.56443 4.61748  -0.0373
C10 -30.85847 7.87685 8.30554  -0.1046
H17 -30.52273 5.96925 6.27338  0.1093
H18 -30.03551 6.98490 4.98808  0.1271
H19 -32.60685 5.25030 5.08643  0.0651
H20 -31.04595 4.67707 4.54160  0.0863
H21 -31.92684 5.96508 3.63572  0.0845
H22 -30.46097 8.50070 9.10611  0.0460
H23 -30.05305 7.23076 7.95635  0.0703
H24 -31.77305 7.30057 8.44541  0.0551
O13 -36.01075 13.45523 11.16258  -0.2793
S4 -34.80296 12.64488 11.45597  0.6944
O14 -34.13553 11.95069 10.40450  -0.3469
O15 -33.69094 13.42789 12.35345  -0.2556
C11 -34.20555 14.44164 13.17265  -0.2989
C12 -33.07426 14.96917 14.04487  -0.0351
C13 -35.39419 11.38302 12.65608  -0.0653
H25 -34.94932 14.09387 13.88957  0.1125
H26 -34.81327 15.18764 12.66055  0.1275
H27 -33.47958 15.48368 14.91614  0.0948
H28 -32.48365 15.62419 13.40439  0.0623
H29 -32.40279 14.15353 14.31308  0.0872
H30 -34.63456 10.67047 12.97756  0.0646
H31 -36.21362 10.89262 12.13059  0.0476
H32 -35.75764 11.93705 13.52156  0.0735
O16 -29.83170 9.49277 13.87021  -0.3195
S5 -30.60505 8.51074 14.65621  0.7273
O17 -30.55790 7.11789 14.19195  -0.2996
O18 -30.16220 8.56674 16.30177  -0.2658
C14 -30.56213 7.50930 17.18284  -0.2629
C15 -31.33085 8.07285 18.41846  -0.0608
C16 -32.31228 9.24211 14.75467  -0.0936
H33 -29.74742 6.89997 17.57408  0.1245
H34 -31.31367 6.92567 16.65117  0.1018
H35 -32.24877 8.55296 18.07930  0.0625
H36 -30.69168 8.76954 18.96084  0.0794
H37 -31.70901 7.27969 19.06343  0.0810
H38 -32.28503 10.21536 15.24471  0.0729
H39 -32.96284 8.62527 15.37466  0.0663
H40 -32.76369 9.25475 13.76262  0.0245
O19 -34.82458 7.42154 5.17182  -0.2422
S6 -35.21550 7.66783 6.54063  0.7574
O20 -34.93453 8.98735 7.17049  -0.3951
O21 -36.86192 7.44514 6.65242  -0.2201
C17 -37.49132 7.67834 7.84033  -0.3427
C18 -38.81716 8.30939 7.44495  -0.0414
C19 -34.61572 6.16969 7.50020  -0.0518
H41 -37.03243 8.32675 8.58671  0.1029
H42 -37.72130 6.73151 8.32891  0.1082
H43 -38.61575 9.03760 6.65931  0.0805
H44 -39.53133 8.57335 8.22494  0.0818
H45 -39.34576 7.45951 7.01323  0.0882
H46 -35.22030 5.30480 7.22717  0.0851
H47 -34.64368 6.31556 8.58004  0.0471
H48 -33.61387 5.86345 7.19918  0.0496
O22 -36.15261 11.24173 8.47952  -0.3882
S7 -37.33822 11.79344 7.79944  0.7209
O23 -37.52407 11.47076 6.39933  -0.2420
O24 -38.68457 11.25650 8.65960  -0.2396
C20 -38.65705 10.94029 10.03086  -0.3112
C21 -39.91971 10.71579 10.76169  -0.0592
C22 -37.41312 13.58149 8.12733  -0.0663
H49 -38.36504 11.90674 10.44171  0.1072
H50 -37.96772 10.15651 10.34485  0.1074
H51 -40.29480 9.69511 10.68675  0.0843
H52 -40.74686 11.33858 10.42103  0.0963
H53 -39.71674 10.91206 11.81450  0.0775
H54 -37.23658 13.62611 9.20201  0.0350
H55 -38.42896 13.87248 7.85989  0.0854
H56 -36.62446 14.01292 7.51089  0.0862
O25 -31.42065 4.29522 8.94814  -0.3050
S8 -30.91628 4.51532 10.28538  0.6699
O26 -30.24671 3.48019 11.05154  -0.2774
O27 -29.74964 5.71047 10.12376  -0.2940
C23 -28.84805 5.95177 11.26385  -0.2308
C24 -28.61005 7.46853 11.23459  -0.0627
C25 -32.14297 5.46492 11.26699  -0.0861
H57 -27.95018 5.33429 11.28910  0.1217
H58 -29.21978 5.68414 12.25294  0.0963
H59 -27.90930 7.74862 12.02111  0.0895
H60 -29.52194 8.02793 11.44344  0.0499
H61 -28.32987 7.83097 10.24552  0.0750
H62 -33.13559 5.02758 11.37442  0.0671
H63 -32.30094 6.44047 10.80716  0.0341
H64 -31.65004 5.55275 12.23518  0.0553